No. 1
Below is a structure of composition C40H28CoIN2O4P, with properties calculated with ωB97M-V/def2-TZVPD.

Properties
**Multiplicity**: 2
**Energy above the lowest of the compared OMol25 structures with the same formula, charge and spin**: 91.1 kJ/mol

Each line ends with the Löwdin spin population.
Cartesian coordinates (Å):
Co (1.28, -1.35, 1.06)  1.05
O (-2.84, -0.24, 1.70)  0.00
C (-1.54, -0.47, 1.57)  0.00
O (-1.07, -1.23, 0.76)  0.02
C (-0.68, 0.32, 2.52)  0.00
C (-1.17, 1.17, 3.48)  0.00
C (-0.26, 1.85, 4.28)  0.00
C (1.09, 1.62, 4.10)  0.00
C (1.50, 0.72, 3.12)  0.00
N (0.62, 0.12, 2.33)  0.00
C (2.96, 0.29, 2.95)  0.00
O (3.79, 0.93, 3.58)  0.00
O (3.10, -0.70, 2.18)  0.03
H (-3.29, -0.76, 1.01)  0.00
H (-2.24, 1.29, 3.58)  0.00
H (-0.61, 2.54, 5.04)  0.00
H (1.85, 2.10, 4.71)  0.00
C (-0.01, -3.55, 4.47)  0.00
C (-0.73, -4.55, 3.83)  0.00
C (-0.64, -4.69, 2.46)  0.00
C (0.17, -3.82, 1.74)  0.00
N (0.81, -2.81, 2.36)  0.00
C (0.75, -2.70, 3.68)  0.00
C (0.47, -3.89, 0.29)  0.00
C (0.09, -4.97, -0.50)  0.00
C (0.46, -5.01, -1.83)  0.00
C (1.23, -3.97, -2.35)  0.00
C (1.60, -2.90, -1.55)  -0.01
C (1.23, -2.82, -0.21)  -0.06
H (-0.03, -3.43, 5.54)  0.00
H (-1.36, -5.22, 4.40)  0.00
H (-1.19, -5.47, 1.95)  0.00
H (1.33, -1.90, 4.12)  0.00
H (-0.49, -5.79, -0.08)  0.00
H (0.18, -5.85, -2.46)  0.00
H (1.53, -4.00, -3.39)  0.00
H (2.19, -2.10, -2.00)  0.00
I (2.96, 0.27, -0.42)  -0.01
C (2.68, 0.67, -2.46)  0.00
C (3.74, 0.25, -3.21)  0.00
C (3.85, 0.58, -4.58)  0.00
C (2.91, 1.38, -5.14)  0.00
C (1.79, 1.83, -4.39)  0.00
C (0.86, 2.70, -5.00)  0.00
C (-0.23, 3.15, -4.31)  0.00
C (-0.46, 2.67, -3.00)  0.00
C (0.41, 1.81, -2.37)  0.00
P (-0.17, 1.08, -0.75)  0.00
C (-0.35, 2.60, 0.26)  0.00
C (0.68, 3.54, 0.23)  0.00
C (0.66, 4.64, 1.08)  0.00
C (-0.40, 4.83, 1.96)  0.00
C (-1.42, 3.89, 2.00)  0.00
C (-1.39, 2.78, 1.17)  0.00
C (-1.88, 0.59, -1.19)  0.00
C (-3.04, 1.36, -1.09)  0.00
C (-4.29, 0.80, -1.33)  0.00
C (-4.40, -0.54, -1.68)  0.00
C (-3.25, -1.32, -1.80)  0.00
C (-2.01, -0.76, -1.55)  0.00
C (1.61, 1.42, -3.03)  0.00
H (4.53, -0.32, -2.74)  0.00
H (4.69, 0.22, -5.16)  0.00
H (2.99, 1.71, -6.17)  0.00
H (1.03, 3.01, -6.02)  0.00
H (-0.94, 3.83, -4.76)  0.00
H (-1.36, 2.98, -2.49)  0.00
H (1.51, 3.41, -0.45)  0.00
H (1.47, 5.36, 1.05)  0.00
H (-0.43, 5.70, 2.60)  0.00
H (-2.25, 4.02, 2.68)  0.00
H (-2.18, 2.04, 1.24)  0.00
H (-2.98, 2.41, -0.83)  0.00
H (-5.18, 1.41, -1.24)  0.00
H (-5.37, -0.97, -1.86)  0.00
H (-3.33, -2.36, -2.07)  0.00
H (-1.12, -1.38, -1.61)  0.00

=====

No. 2
Below is a structure of composition AsF6H14O7 in a non-equilibrium geometry, with properties calculated with ωB97M-V/def2-TZVPD.

Properties
**Charge**: -1
**Energy above the lowest of the compared OMol25 structures with the same formula, charge and spin**: 115.4 kJ/mol

Each line ends with the natural charge from an NBO analysis.
Cartesian coordinates (Å):
As (-0.03, 0.72, 0.01)  2.79
F (1.61, 0.89, -0.71)  -0.63
F (-0.26, 2.41, 0.43)  -0.59
F (-1.80, 0.45, 0.53)  -0.64
F (0.01, -1.07, -0.29)  -0.63
F (0.74, 0.33, 1.64)  -0.63
F (-0.76, 1.13, -1.62)  -0.64
O (-2.54, -1.94, -0.93)  -0.94
H (-2.07, -2.73, -0.66)  0.45
H (-1.87, -1.26, -0.95)  0.49
O (-2.27, 1.28, -4.19)  -0.95
H (-1.89, 1.37, -3.31)  0.49
H (-2.45, 2.18, -4.46)  0.46
O (4.05, 0.04, 0.31)  -0.95
H (3.42, -0.06, -0.40)  0.48
H (3.57, 0.51, 0.99)  0.47
O (1.92, -1.06, 4.41)  -0.93
H (1.98, -0.44, 3.69)  0.48
H (2.07, -0.53, 5.19)  0.45
O (-3.98, 1.73, 1.39)  -0.96
H (-3.85, 1.23, 2.20)  0.46
H (-3.42, 1.29, 0.75)  0.49
O (2.94, 0.71, -2.97)  -0.95
H (2.71, 0.15, -3.71)  0.46
H (2.29, 0.50, -2.30)  0.48
O (0.17, -2.71, 1.96)  -0.94
H (-0.37, -3.28, 1.42)  0.45
H (0.09, -1.85, 1.56)  0.49

=====

No. 3
Below is a structure of composition C20H22BFN in a non-equilibrium geometry, with properties calculated with ωB97M-V/def2-TZVPD.

Properties
**Charge**: +1
**Energy above the lowest of the compared OMol25 structures with the same formula, charge and spin**: 121.1 kJ/mol

Each line ends with the natural charge from an NBO analysis.
Cartesian coordinates (Å):
C (-0.92, -3.46, -2.55)  -0.67
C (0.15, -2.47, -2.91)  0.29
N (0.26, -1.32, -2.20)  -0.47
B (-0.82, -1.01, -1.05)  0.22
H (-0.85, 0.10, 0.05)  0.10
C (1.22, -0.43, -2.53)  0.29
C (1.41, 0.85, -1.77)  -0.67
C (2.17, -0.73, -3.52)  -0.24
C (2.07, -1.90, -4.24)  -0.10
C (1.07, -2.80, -3.91)  -0.23
H (-0.98, -4.30, -3.29)  0.25
H (-0.70, -3.88, -1.53)  0.25
H (-1.93, -3.00, -2.43)  0.25
H (-1.91, -0.92, -1.53)  -0.02
H (-0.79, -1.92, -0.28)  -0.05
H (2.01, 1.52, -2.42)  0.25
H (0.46, 1.35, -1.44)  0.24
H (1.99, 0.65, -0.84)  0.25
H (2.99, -0.02, -3.67)  0.24
H (2.79, -2.12, -5.03)  0.24
H (0.99, -3.74, -4.36)  0.24
F (2.60, 3.63, 2.63)  -0.32
C (2.30, 2.28, 2.42)  0.38
C (3.27, 1.32, 2.75)  -0.22
C (3.05, -0.01, 2.33)  -0.19
C (1.85, -0.36, 1.71)  -0.18
C (0.77, 0.57, 1.73)  -0.14
C (-0.55, 0.07, 1.43)  -0.10
C (-1.75, 0.87, 1.84)  -0.12
C (-2.92, 0.69, 1.07)  -0.19
C (-4.07, 1.46, 1.34)  -0.19
C (-4.09, 2.31, 2.45)  -0.19
C (-2.96, 2.41, 3.27)  -0.20
C (-1.79, 1.72, 2.95)  -0.19
C (1.05, 1.94, 1.91)  -0.21
H (4.17, 1.60, 3.27)  0.25
H (3.81, -0.78, 2.48)  0.24
H (1.66, -1.40, 1.38)  0.23
H (-0.74, -1.03, 1.63)  0.26
H (-2.87, 0.14, 0.14)  0.22
H (-4.95, 1.43, 0.64)  0.23
H (-5.01, 2.89, 2.70)  0.23
H (-2.94, 3.12, 4.11)  0.23
H (-0.87, 1.96, 3.51)  0.23
H (0.29, 2.72, 1.74)  0.25

=====

No. 4
Below is the molecule C20H32O4, with properties calculated with ωB97M-V/def2-TZVPD.

Properties
**Structure (SMILES)**: CCCCC/C=C\C[C@@H](O)/C=C/C=C/C=C\[C@@H](O)CCCC(=O)O
**Energy above the lowest of the compared OMol25 structures with the same formula, charge and spin**: 197.9 kJ/mol

Each line ends with the natural charge from an NBO analysis.
Cartesian coordinates (Å):
C (-8.48, -2.12, 0.19)  -0.60
C (-7.72, -0.87, -0.23)  -0.39
C (-6.39, -0.74, 0.50)  -0.39
C (-5.62, 0.51, 0.07)  -0.38
C (-4.30, 0.67, 0.84)  -0.44
C (-3.56, 1.89, 0.41)  -0.16
C (-2.26, 2.02, 0.22)  -0.20
C (-1.21, 0.97, 0.38)  -0.45
C (-0.15, 1.06, -0.73)  0.07
O (0.51, 2.32, -0.71)  -0.74
C (0.86, -0.04, -0.57)  -0.18
C (1.03, -1.06, -1.40)  -0.21
C (2.09, -2.04, -1.33)  -0.21
C (3.11, -2.00, -0.45)  -0.20
C (4.26, -2.86, -0.51)  -0.21
C (5.44, -2.57, 0.05)  -0.19
C (5.74, -1.32, 0.82)  0.06
O (7.04, -1.35, 1.39)  -0.72
C (5.67, -0.07, -0.08)  -0.41
C (5.67, 1.22, 0.73)  -0.39
C (5.12, 2.39, -0.10)  -0.51
C (3.61, 2.32, -0.19)  0.81
O (2.89, 2.19, 0.78)  -0.66
O (3.14, 2.42, -1.42)  -0.69
H (-7.90, -3.01, -0.04)  0.20
H (-9.43, -2.19, -0.33)  0.21
H (-8.67, -2.11, 1.26)  0.20
H (-8.33, 0.01, -0.02)  0.19
H (-7.54, -0.89, -1.31)  0.19
H (-6.57, -0.69, 1.57)  0.19
H (-5.78, -1.62, 0.30)  0.19
H (-6.24, 1.39, 0.23)  0.19
H (-5.40, 0.45, -1.00)  0.20
H (-4.53, 0.75, 1.90)  0.21
H (-3.69, -0.23, 0.70)  0.20
H (-4.19, 2.76, 0.26)  0.19
H (-1.86, 2.99, -0.09)  0.21
H (-1.64, -0.03, 0.37)  0.22
H (-0.71, 1.11, 1.35)  0.21
H (-0.64, 1.00, -1.71)  0.19
H (0.94, 2.41, 0.16)  0.50
H (1.51, 0.09, 0.29)  0.20
H (0.36, -1.16, -2.25)  0.20
H (2.10, -2.79, -2.10)  0.20
H (3.12, -1.25, 0.33)  0.19
H (4.16, -3.77, -1.10)  0.21
H (6.28, -3.25, -0.08)  0.21
H (4.99, -1.21, 1.63)  0.17
H (7.12, -2.14, 1.94)  0.47
H (6.54, -0.09, -0.74)  0.22
H (4.77, -0.14, -0.69)  0.21
H (6.67, 1.45, 1.07)  0.22
H (5.03, 1.11, 1.61)  0.22
H (5.37, 3.33, 0.39)  0.24
H (5.53, 2.39, -1.11)  0.23
H (2.15, 2.39, -1.42)  0.52

=====

No. 5
Below is a cluster of 2 separate species, C6H11PS in total in a non-equilibrium geometry, with properties calculated with ωB97M-V/def2-TZVPD.

Properties
**Energy above the lowest of the compared OMol25 structures with the same formula, charge and spin**: 333.7 kJ/mol

Each line ends with the natural charge from an NBO analysis.
Cartesian coordinates (Å):
C (-0.75, 2.63, 0.83)  -0.24
C (-0.06, 2.50, -0.28)  -0.18
C (-0.89, 1.42, 1.62)  -0.60
C (0.57, 1.14, -0.44)  -0.79
C (2.79, -2.07, -0.93)  -0.84
C (-3.00, -1.81, 0.44)  -0.55
P (-0.17, 0.07, 0.88)  0.68
S (-1.95, -1.05, -0.53)  0.09
H (-1.44, 3.50, 1.20)  0.22
H (0.21, 3.28, -1.00)  0.22
H (-1.77, 1.50, 2.34)  0.24
H (0.39, 0.51, -1.42)  0.26
H (1.67, 1.18, -0.46)  0.27
H (2.34, -1.59, -0.13)  0.21
H (2.05, -1.98, -1.78)  0.21
H (2.93, -3.10, -0.63)  0.21
H (3.71, -1.72, -1.23)  0.21
H (-2.72, -2.88, 0.54)  0.19
H (-3.89, -1.54, 1.00)  0.20

=====

No. 6
Below is a cluster of 3 separate species, C6H17NO3 in total in a non-equilibrium geometry, with properties calculated with ωB97M-V/def2-TZVPD.

Properties
**Structure (SMILES)**: CCCC(=O)N(C)C.O.O
**Energy above the lowest of the compared OMol25 structures with the same formula, charge and spin**: 170.6 kJ/mol

Each line ends with the natural charge from an NBO analysis.
Cartesian coordinates (Å):
C (2.21, 2.27, -0.04)  -0.61
C (2.07, 0.76, 0.13)  -0.39
C (0.70, 0.23, 0.65)  -0.51
C (-0.21, -0.29, -0.44)  0.70
O (0.32, -1.03, -1.27)  -0.69
N (-1.51, 0.11, -0.59)  -0.44
C (-2.12, 1.08, 0.28)  -0.42
C (-2.25, -0.50, -1.66)  -0.42
H (3.27, 2.48, -0.26)  0.21
H (1.63, 2.64, -0.87)  0.21
H (2.09, 2.85, 0.88)  0.20
H (2.79, 0.24, 0.77)  0.21
H (2.12, 0.45, -0.92)  0.22
H (0.99, -0.55, 1.35)  0.27
H (0.20, 1.03, 1.21)  0.20
H (-3.11, 1.38, -0.06)  0.21
H (-2.15, 0.79, 1.34)  0.22
H (-1.45, 1.94, 0.39)  0.20
H (-3.33, -0.60, -1.56)  0.20
H (-2.20, 0.15, -2.54)  0.20
H (-2.02, -1.56, -1.75)  0.23
O (1.74, -3.06, -0.08)  -0.98
H (1.39, -2.54, -0.84)  0.51
H (2.71, -3.09, -0.13)  0.47
O (-1.11, -1.37, 2.12)  -0.93
H (-0.98, -1.92, 1.33)  0.47
H (-1.79, -1.91, 2.54)  0.47